DFT (ωB97M-V with the def2-TZVPD basis set) results for a structure of composition HNO2S2 in a non-equilibrium geometry.

Largest force on an atom (eV Å⁻¹): 2.6
Energy relative to the best compared isomer or geometry (same formula, charge and spin) (kJ/mol): 16.5

```
6
HNO2S2 ωB97M-V with the def2-TZVPD basis set
N -1.74994 0.71616 0.06552
O 2.27373 -0.36681 -0.85614
O 0.19331 -1.25620 0.18254
S -0.49454 1.58796 0.06538
S 1.34514 -0.30392 0.25004
H -1.56770 -0.37719 0.29266
```

***

DFT (ωB97M-V with the def2-TZVPD basis set) results for a structure of composition C2H2N2O in a non-equilibrium geometry.

Largest force on an atom (eV Å⁻¹): 7.2
Energy relative to the best compared isomer or geometry (same formula, charge and spin) (kJ/mol): 249.6

```
7
C2H2N2O ωB97M-V with the def2-TZVPD basis set
C 0.80484 -0.47894 -0.51799
C -0.80868 0.21983 0.52419
H 1.93285 -0.84871 -0.25778
H -1.32552 0.87052 1.52556
N 0.07548 0.01300 -1.40922
N -1.01018 0.62631 -0.66819
O 0.33120 -0.40200 0.80342
```

***

DFT (ωB97M-V with the def2-TZVPD basis set) results for a structure of composition C52H49LuN8O4P2S2 in a non-equilibrium geometry.

Largest force on an atom (eV Å⁻¹): 3.9
Energy relative to the best compared isomer or geometry (same formula, charge and spin) (kJ/mol): 158.8
Net charge: +2

```
118
C52H49LuN8O4P2S2 ωB97M-V with the def2-TZVPD basis set
Lu -0.09856 -0.60826 -0.11767
O 1.25134 -0.24389 3.54704
S 1.71123 0.17775 2.24766
C 3.34956 -0.39824 1.99123
C 3.99843 -0.76340 3.16681
C 5.23365 -1.31140 3.10622
C 5.83395 -1.54731 1.84864
C 5.06787 -1.37361 0.69898
C 3.84533 -0.71216 0.76354
P 2.78507 -0.53174 -0.74853
C 3.24672 1.08631 -1.43348
C 2.54534 1.49632 -2.55485
C 2.74303 2.73694 -3.14872
C 3.75022 3.57234 -2.68291
C 4.44408 3.18002 -1.56016
C 4.24063 1.93794 -0.97860
C 3.37060 -1.91897 -1.79190
C 3.10502 -3.19428 -1.26547
C 3.19015 -4.29614 -2.10055
C 3.66362 -4.11700 -3.39582
C 3.94346 -2.84433 -3.91046
C 3.77869 -1.74715 -3.09049
C 2.01143 1.90441 2.22797
C 3.29229 2.46871 2.40682
C 3.34466 3.86068 2.47275
C 2.30265 4.69073 2.35504
C 1.04042 4.12720 2.16819
C 0.85632 2.74474 2.08358
P -0.79866 1.89202 1.95481
C -1.83534 3.25445 1.43361
C -1.41856 4.12874 0.41831
C -2.10450 5.27984 0.08013
C -3.26860 5.56918 0.77356
C -3.71654 4.74506 1.81888
C -3.01458 3.59735 2.11675
C -1.36234 1.67925 3.68905
C -2.14787 0.57973 3.97455
C -2.61652 0.34419 5.24350
C -2.39199 1.35485 6.22494
C -1.55945 2.44667 5.92435
C -1.05505 2.60583 4.67245
H 3.54132 -0.71669 4.13977
H 5.73068 -1.71631 3.98927
H 6.70080 -2.12421 1.79992
H 5.44482 -1.83014 -0.25414
H 1.90653 0.80731 -2.99466
H 2.18828 2.97192 -4.01591
H 3.83083 4.44586 -3.29577
H 5.29164 3.68421 -1.26269
H 4.90666 1.66307 -0.14563
H 2.79370 -3.37851 -0.24252
H 3.20088 -5.31233 -1.66592
H 3.90366 -5.05304 -3.91082
H 4.35067 -2.70968 -4.93495
H 3.89841 -0.79134 -3.54162
H 4.29451 1.97902 2.37041
H 4.33670 4.20782 2.58589
H 2.50327 5.76207 2.35708
H 0.15892 4.77565 2.22119
H -0.53860 3.76029 -0.10357
H -1.75079 5.82125 -0.78695
H -3.80453 6.47702 0.48679
H -4.56447 5.00781 2.33553
H -3.28262 3.05841 3.06860
H -2.35387 -0.06090 3.15727
H -3.20823 -0.52275 5.47805
H -2.73775 1.09210 7.25137
H -1.39673 3.09136 6.76585
H -0.49372 3.50954 4.41938
N -1.48379 -5.33447 2.18736
C -1.87989 -4.57443 3.20605
N -2.33050 -5.18984 4.25799
N -1.88506 -3.23674 3.25896
C -1.27017 -2.49491 2.41881
N -0.66639 -1.88099 1.61789
H -1.52175 -6.28651 2.19700
H -1.39250 -4.92763 1.24790
H -2.42947 -6.16394 4.22870
H -2.47442 -4.68285 5.12940
O -3.04587 -3.07088 -1.48283
S -1.72042 -3.58108 -1.43955
O -1.31571 -4.60450 -0.53068
N -0.65734 -2.35427 -1.39902
C -0.01073 -2.13384 -2.54204
O 0.65547 -1.07551 -2.62444
C -0.25881 -3.17165 -3.52496
C 0.31076 -3.27957 -4.85161
C -0.25696 -4.17598 -5.68760
C -1.24111 -5.00944 -5.25314
C -1.77047 -4.95953 -3.97170
C -1.24341 -4.01232 -3.09908
H 0.89267 -2.46233 -5.25136
H 0.09234 -4.16719 -6.69967
H -1.59642 -5.78159 -5.94813
H -2.61979 -5.62622 -3.72489
C -5.07224 -0.45722 -0.62882
C -3.89796 -0.36251 0.38987
N -2.63305 -0.43848 -0.30941
C -2.44713 0.58425 -1.25149
N -1.22686 0.97035 -1.43128
C -0.92135 2.00982 -2.38115
C -1.95480 2.02957 -3.49518
C -3.26868 2.10341 -2.84756
N -3.52509 0.99581 -1.92407
C -4.90252 0.74272 -1.54577
H -5.95930 -0.47152 -0.00650
H -4.97951 -1.41897 -1.17531
H -3.82904 -1.23869 1.08638
H -3.96075 0.57771 0.97416
H -2.77259 -1.26643 -0.82476
H 0.08795 1.94423 -2.77735
H -1.02969 2.89758 -1.77713
H -1.92706 1.09210 -4.04824
H -1.78506 2.84995 -4.22489
H -4.09347 1.97084 -3.56362
H -3.45291 3.04409 -2.33676
H -5.48924 0.67781 -2.51635
H -5.24809 1.64964 -1.00513
```